{"formula": "C34H40BF3GdN6P2Sb", "method": "ωB97M-V/def2-TZVPD", "elements": ["Gd", "B", "N", "C", "C", "C", "N", "N", "C", "C", "C", "N", "H", "H", "H", "H", "H", "H", "H", "H", "C", "P", "C", "C", "C", "C", "C", "C", "C", "P", "C", "C", "H", "H", "H", "H", "H", "H", "H", "H", "H", "H", "H", "H", "H", "H", "H", "H", "N", "N", "H", "H", "H", "H", "F", "C", "C", "C", "C", "C", "C", "Sb", "C", "C", "C", "C", "F", "C", "C", "C", "C", "C", "C", "F", "C", "C", "H", "H", "H", "H", "H", "H", "H", "H", "H", "H", "H", "H"], "coordinates": [[-1.1031, 0.1300, 1.1807], [-2.4118, -2.4360, 1.6119], [-2.9618, -1.6220, 2.8155], [-3.7976, -1.9958, 3.7707], [-3.8641, -1.0043, 4.7216], [-2.8923, -0.0426, 4.3354], [-2.3838, -0.3820, 3.1579], [-1.0102, -2.8664, 2.0448], [-0.5849, -3.9575, 2.6509], [0.6937, -3.7461, 3.0748], [0.9539, -2.4165, 2.7951], [-0.0523, -1.9064, 2.0703], [-3.0569, -3.4165, 1.5211], [-2.5066, -1.8314, 0.6189], [-4.1961, -2.9685, 3.6026], [-4.5220, -1.0353, 5.6101], [-2.5981, 0.8724, 4.7667], [-1.2650, -4.8212, 2.6176], [1.2842, -4.5796, 3.4957], [1.8521, -1.8874, 2.9829], [-4.9182, 1.1266, 1.5937], [-3.8190, 0.8305, 0.1276], [-4.8720, -0.4592, -0.7363], [-3.9037, 2.5071, -0.7384], [-5.1140, 3.1381, -0.8774], [-5.1745, 4.3381, -1.5675], [-4.0042, 4.8937, -2.0372], [-2.7856, 4.2961, -1.8925], [-2.7151, 3.0514, -1.2617], [-1.1351, 2.1435, -1.1489], [-1.3490, 0.9615, -2.4971], [0.1189, 3.2492, -1.7949], [-4.4617, 1.8325, 2.2770], [-5.0070, 0.2111, 2.2301], [-5.8774, 1.4600, 1.2570], [-5.9014, -0.0895, -0.8363], [-4.9138, -1.2358, 0.0879], [-4.4495, -0.8315, -1.6465], [-5.9955, 2.6674, -0.5349], [-6.0956, 4.7824, -1.7469], [-4.0013, 5.8231, -2.5632], [-1.9142, 4.7606, -2.3023], [-0.3433, 0.4984, -2.7803], [-1.8179, 1.4785, -3.3498], [-1.9802, 0.0785, -2.2067], [0.1264, 3.2134, -2.8451], [1.1351, 2.9064, -1.4777], [0.0291, 4.2522, -1.4062], [0.8752, 1.4384, 2.0836], [-0.3784, 2.0285, 2.5616], [1.5355, 1.2465, 2.7800], [1.3924, 2.1159, 1.4839], [-0.2457, 3.0008, 2.6730], [-0.6017, 1.6171, 3.4600], [5.7058, 2.8725, 2.5824], [4.8777, 2.1104, 1.8857], [4.2157, 2.6509, 0.8032], [3.3675, 1.8669, -0.0303], [3.0899, 0.5693, 0.2967], [3.7658, 0.0454, 1.3879], [4.6574, 0.7916, 2.1571], [1.7620, -0.6344, -0.8109], [2.6370, -0.3000, -2.7746], [2.1034, -1.0353, -3.8337], [2.6253, -1.0169, -5.1354], [3.7420, -0.2373, -5.3643], [4.3459, -0.2306, -6.5555], [4.3170, 0.5630, -4.3763], [3.7628, 0.4972, -3.0864], [2.7025, -2.5725, -0.6101], [4.1069, -2.5716, -0.7279], [4.7745, -3.7619, -0.9327], [4.1079, -4.9729, -0.9381], [4.8079, -6.1061, -1.0379], [2.7307, -5.0514, -0.7476], [2.0663, -3.8361, -0.5495], [4.4668, 3.6229, 0.4826], [2.9332, 2.2807, -0.8988], [3.5693, -0.9904, 1.5697], [5.1769, 0.2958, 3.0109], [1.1976, -1.6081, -3.6317], [2.2205, -1.6839, -5.9108], [5.1937, 1.1488, -4.5876], [4.2838, 1.1409, -2.3140], [4.6561, -1.6883, -0.8360], [5.8300, -3.7413, -1.0948], [2.1952, -6.0216, -0.7281], [0.9899, -3.8144, -0.4760]], "forces_ev_per_a": [[0.238, -0.128, -0.287], [-0.286, -1.311, 1.819], [1.187, 2.017, -0.169], [0.317, 0.405, -0.653], [-0.080, 0.427, 1.557], [-1.621, -1.493, -0.576], [-0.239, -1.494, -0.895], [0.081, 1.329, -1.184], [-1.354, -1.150, -0.836], [0.799, -1.562, 1.230], [0.128, -0.569, -0.935], [-0.204, 0.453, 0.634], [-0.470, -0.291, -0.213], [0.486, 0.954, -1.128], [-0.789, -0.374, 0.521], [0.794, 0.218, -0.661], [0.059, 0.807, 0.680], [0.709, 0.353, 0.345], [-0.095, 1.169, -0.043], [0.557, 0.522, 0.035], [1.148, -1.150, 0.579], [-0.989, 0.515, 0.034], [0.019, 0.379, 2.198], [1.210, -1.778, 0.416], [0.346, 0.526, -0.715], [1.182, -0.908, 0.436], [-0.329, 0.772, -0.349], [0.237, -1.238, 0.501], [-0.069, 0.305, 0.206], [-0.508, -0.502, 0.943], [0.681, -1.582, -0.740], [1.476, -0.284, 1.321], [0.002, 0.511, -0.132], [-0.103, 0.434, -0.823], [-0.608, 0.191, -0.009], [0.348, -0.002, -0.291], [0.110, 0.452, -1.194], [0.107, -0.258, -0.426], [-0.882, -0.281, 0.367], [-1.470, 0.885, -0.236], [-0.347, 0.519, -0.240], [0.331, 0.213, -0.157], [-1.256, 0.828, 0.152], [0.271, -0.375, 0.134], [0.325, 0.858, -0.181], [-0.119, 0.323, -1.495], [-0.881, 0.076, -0.174], [-0.167, 0.335, -0.029], [-0.947, 0.856, -1.850], [0.743, -1.191, -0.240], [0.928, -0.533, 1.745], [-0.833, -0.571, 0.196], [-0.267, 1.324, 0.229], [0.140, 0.112, 0.373], [0.089, -0.164, 0.221], [-0.728, 0.357, -1.010], [-0.583, -0.776, -1.359], [0.929, 1.146, 1.586], [0.520, -0.617, 0.239], [-0.024, 0.114, 0.083], [0.372, -1.942, 1.690], [0.208, -0.786, -0.737], [0.565, 0.481, -0.581], [-0.593, 0.089, -0.066], [-0.144, -0.565, 0.349], [0.532, 0.452, 0.223], [-0.319, -0.152, -0.114], [-1.103, -0.911, 0.820], [0.718, 0.997, 0.791], [0.755, -0.548, 0.423], [-1.598, -1.321, -0.675], [0.159, -0.093, 0.167], [-0.591, -0.238, 0.568], [-0.021, 0.169, -0.256], [-0.071, 0.245, 0.273], [-0.258, 0.990, -0.670], [0.131, 1.155, -0.149], [-0.204, 0.736, -0.782], [0.345, -0.522, 0.600], [-0.395, 0.513, -0.796], [0.217, -0.207, -0.262], [0.200, 0.559, 0.349], [0.100, 0.124, -0.059], [-0.771, -0.983, -0.843], [0.718, 1.323, 0.068], [0.539, -0.150, -0.024], [0.506, 0.801, -0.036], [-0.248, -0.320, 0.180]], "lowdin_spin": [7.20, 0.00, 0.00, 0.00, 0.00, 0.00, -0.03, 0.00, 0.00, 0.00, 0.00, -0.03, 0.00, 0.00, 0.00, 0.00, 0.00, 0.00, 0.00, 0.00, -0.01, -0.05, -0.01, -0.01, 0.00, 0.00, 0.00, 0.00, 0.00, -0.01, 0.00, 0.00, 0.00, 0.00, 0.00, 0.00, 0.00, 0.00, 0.00, 0.00, 0.00, 0.00, 0.00, 0.00, 0.00, 0.00, 0.00, 0.00, 0.00, -0.01, 0.00, 0.00, 0.00, 0.00, 0.00, 0.00, 0.00, 0.00, 0.00, 0.00, 0.00, -0.01, 0.00, 0.00, 0.00, 0.00, 0.00, 0.00, 0.00, 0.00, 0.00, 0.00, 0.00, 0.00, 0.00, 0.00, 0.00, 0.00, 0.00, 0.00, 0.00, 0.00, 0.00, 0.00, 0.00, 0.00, 0.00, 0.00], "s_squared": 15.906, "spin_multiplicity": 8, "charge": 2, "max_force_ev_per_a": 2.60, "homo_lumo_gap_ha": [0.1851, 0.3034]}